A molecular structure, C6H15N3O at a distorted geometry. Source: the Open Molecules 2025 dataset; level of theory: the ωB97M-V functional and the def2-TZVPD basis.

For the energy above the lowest of the compared OMol25 structures with the same formula, charge and spin, the calculation gives 271.2 kJ/mol. As for the molar mass: 145.206 g/mol. The calculation puts the LUMO energy at 0.7642 eV.

```
25
Properties=species:S:1:pos:R:3:forces:R:3
O 0.830 -0.932 1.770 0.06 -0.03 -0.21
N 0.421 0.404 -0.355 -0.13 -0.54 0.32
N -1.039 -1.198 0.358 -0.41 0.05 -0.07
N -2.389 0.428 -0.572 0.52 0.12 0.09
C 1.326 1.447 0.099 -0.05 -0.09 0.00
C 0.294 -1.239 0.503 0.22 0.96 -0.26
C 0.396 0.310 -1.803 0.05 -0.07 0.17
C -1.346 0.152 0.297 -0.33 -0.49 0.10
C 1.058 -2.360 -0.167 -0.05 0.19 0.02
C -1.411 1.051 1.525 0.30 0.08 -0.15
H 0.741 -2.473 -1.200 0.01 0.03 -0.01
H -0.532 0.934 2.149 0.00 -0.09 0.00
H -0.238 -0.525 -2.099 -0.05 -0.01 0.02
H 1.401 0.139 -2.206 0.00 0.02 -0.01
H -2.678 1.382 -0.706 0.00 -0.05 0.03
H 0.959 2.441 -0.184 0.00 -0.06 -0.03
H 0.823 -3.287 0.360 0.01 0.06 0.02
H 2.138 -2.196 -0.131 -0.01 -0.02 0.00
H 1.411 1.416 1.183 0.01 -0.02 0.00
H -2.283 0.749 2.107 -0.02 0.02 -0.07
H 1.780 -1.106 1.766 -0.05 -0.01 -0.01
H -2.483 -0.192 -1.359 0.02 -0.01 0.04
H 2.326 1.321 -0.336 -0.02 0.03 0.00
H -1.500 2.106 1.252 -0.10 -0.02 -0.03
H -0.003 1.228 -2.251 0.03 -0.03 0.03
```
Positions in Å, forces in eV/Å.